No. 1
This record from the Open Molecules 2025 dataset describes a cluster of 2 separate species, C11H26FN2O9PS in total. The level of theory is wB97M-V/def2-TZVPD.

Output
SMILES   COCCCN(CON=O)S(=O)(=O)F.CCOP(=O)(OCC)OCC
Highest occupied orbital energy   -9.7 eV
Total charge   0
Energy   -2060.724899 Eh
Gap between HOMO and LUMO   0.326 hartree

Last column: Löwdin charge in e.
Geometry (Å):
1 C 2.7561 -4.5367 -1.7945  -0.115
2 O 2.5898 -3.1347 -1.7430  -0.177
3 C 2.0171 -2.6475 -0.5454  -0.215
4 C 0.7632 -1.7966 -0.7632  -0.155
5 C -0.4896 -2.5700 -1.1729  -0.177
6 N -0.2602 -3.6523 -2.1745  -0.179
7 C -1.1569 -4.7993 -2.0268  -0.225
8 O -0.5676 -5.8668 -1.3030  -0.103
9 N -0.2530 -5.5091 0.0635  0.008
10 O -1.1879 -5.5600 0.7458  0.109
11 S -0.2596 -3.0465 -3.7040  0.603
12 O 0.0336 -1.6588 -3.6773  -0.226
13 O -1.4333 -3.4130 -4.4185  -0.231
14 F 0.9779 -3.7515 -4.3173  -0.103
15 H 3.6784 -4.7567 -2.3366  0.088
16 H 2.8500 -4.9940 -0.8069  0.086
17 H 1.9496 -5.0237 -2.3461  0.059
18 H 2.7541 -1.9699 -0.1014  0.125
19 H 1.7795 -3.4361 0.1742  0.113
20 H 0.5283 -1.3698 0.2178  0.117
21 H 0.9628 -0.9765 -1.4491  0.101
22 H -0.9437 -3.0250 -0.2944  0.111
23 H -1.2411 -1.8756 -1.5587  0.119
24 H -1.4447 -5.2292 -2.9798  0.129
25 H -2.0817 -4.4764 -1.5360  0.137
26 C -1.1416 1.6361 -1.0650  -0.067
27 C 0.2127 1.8813 -0.4258  -0.268
28 O 0.1667 2.9329 0.5429  -0.191
29 P -0.6019 2.6702 1.9382  0.489
30 O 0.0401 1.5154 2.5949  -0.213
31 O -0.0296 3.9278 2.8036  -0.226
32 C 0.2826 3.7773 4.1909  -0.285
33 C 1.7814 3.8078 4.3942  -0.074
34 O -2.0115 3.3342 1.6185  -0.193
35 C -2.2619 4.7450 1.5276  -0.251
36 C -1.7782 5.3597 0.2346  -0.067
37 H -1.8665 1.2791 -0.3278  0.076
38 H -1.0601 0.8874 -1.8553  0.072
39 H -1.5422 2.5549 -1.4922  0.071
40 H 0.5904 0.9690 0.0385  0.087
41 H 0.9277 2.1876 -1.1884  0.124
42 H -0.1428 2.8572 4.5905  0.106
43 H -0.1842 4.6125 4.7187  0.116
44 H 2.2694 3.0470 3.7852  0.078
45 H 2.0369 3.6366 5.4409  0.077
46 H 2.1875 4.7729 4.0876  0.076
47 H -1.8752 5.2773 2.3926  0.112
48 H -3.3478 4.8385 1.5796  0.120
49 H -0.6924 5.4444 0.2138  0.078
50 H -2.1948 6.3626 0.1319  0.082
51 H -2.0858 4.7608 -0.6220  0.072

No. 2
This record from the Open Molecules 2025 dataset describes a structure of composition C11H26IN4Pd. The level of theory is wB97M-V/def2-TZVPD.

Output
Highest occupied orbital energy (alpha / beta)   -20.4 / -20.4 eV
Total charge   +3
Energy   -1078.241905 Eh
Relative energy (zero: lowest compared OMol25 entry of this formula, charge and spin)   0.0 kcal per mole
Gap between HOMO and LUMO (alpha / beta)   0.274 / 0.274 hartree

Last column: Löwdin charge in e.
Geometry (Å):
1 Pd -0.1499 0.0466 0.2439  0.908
2 C -0.3139 -1.0991 -2.7801  -0.149
3 C -0.7255 -2.2084 -1.8281  -0.131
4 N -1.0278 -1.7351 -0.4185  -0.126
5 C -0.7062 -2.8157 0.5839  -0.141
6 C -0.7713 -2.2646 1.9819  -0.163
7 N 0.2380 -1.1865 2.0729  -0.124
8 C 0.2683 -0.4480 3.3554  -0.180
9 C 1.4193 0.5452 3.3597  -0.143
10 C 1.2265 1.7744 2.4851  -0.173
11 N 1.1520 1.5335 1.0009  -0.158
12 C 2.4941 1.2961 0.3828  -0.141
13 C 2.2803 1.0043 -1.0780  -0.143
14 N 1.4051 -0.1968 -1.1725  -0.099
15 C 1.1188 -0.6355 -2.5814  -0.130
16 H -0.9966 -0.2526 -2.7026  0.087
17 H -0.4181 -1.4622 -3.8040  0.152
18 H 0.0620 -2.9593 -1.7525  0.135
19 H -1.6190 -2.7156 -2.1927  0.153
20 H -2.0400 -1.6293 -0.3737  0.128
21 H 0.3010 -3.1769 0.3647  0.135
22 H -1.3930 -3.6502 0.4316  0.160
23 H -0.5775 -3.0546 2.7120  0.157
24 H -1.7534 -1.8433 2.2101  0.136
25 H 1.1585 -1.6121 1.9624  0.137
26 H 0.3757 -1.1538 4.1824  0.150
27 H -0.6924 0.0563 3.4825  0.112
28 H 2.3600 0.0366 3.1250  0.127
29 H 1.5493 0.9165 4.3779  0.149
30 H 2.0639 2.4596 2.6372  0.148
31 H 0.3254 2.3145 2.7749  0.097
32 H 0.8228 2.4128 0.5989  0.115
33 H 2.9752 0.4594 0.8929  0.136
34 H 3.1206 2.1780 0.5287  0.159
35 H 3.2229 0.8159 -1.5974  0.161
36 H 1.7804 1.8335 -1.5824  0.144
37 H 1.9150 -0.9557 -0.7201  0.138
38 H 1.8061 -1.4527 -2.8090  0.151
39 H 1.3546 0.1922 -3.2486  0.143
40 I -2.1458 1.7627 1.0555  1.318
41 C -1.7883 1.0539 -0.8279  -0.576
42 H -1.4497 1.7333 -1.6019  0.031
43 H -2.5434 0.3387 -1.1308  0.008